The following is a quantum chemistry calculation of a cluster of 12 separate species, H24O12 in total at a distorted geometry, from OMol25.

Output
structure (SMILES): O.O.O.O.O.O.O.O.O.O.O.O
HOMO: -10.00 eV
orbital gap: 9.263 eV
DFT total energy: -24957.58305 eV
energy relative to the best compared isomer or geometry (same formula, charge and spin): 396.69 kJ/mol
LUMO energy: -0.73 eV

Each line ends with the natural charge from an NBO analysis.
CARTESIAN COORDINATES (ANGSTROEM)
O 0.21 1.21 3.07  -0.93
O 3.52 0.47 -4.65  -0.94
O -4.23 0.01 -1.34  -0.93
O 1.74 -0.96 -1.73  -0.96
O 1.81 3.19 3.07  -0.95
O -3.25 -1.27 2.65  -0.93
O 2.69 0.76 -0.37  -0.94
O 0.41 -3.00 -2.32  -0.94
O 0.08 0.89 -0.99  -0.94
O -2.02 -1.66 -0.20  -0.93
O 1.99 -1.69 2.57  -0.94
O -0.49 3.99 0.61  -0.92
H -1.60 -2.02 -1.00  0.47
H 1.04 -1.64 2.37  0.46
H -4.64 -0.76 -0.94  0.45
H 2.01 0.68 -1.05  0.48
H 0.52 0.19 -0.49  0.47
H -0.78 3.07 0.59  0.45
H -3.69 -0.76 1.96  0.46
H 0.73 1.18 2.26  0.48
H 0.79 -1.07 -1.80  0.49
H 1.00 2.70 2.89  0.47
H -0.76 1.02 -0.53  0.47
H -0.81 4.35 -0.23  0.47
H 1.51 3.96 3.57  0.46
H -0.66 0.89 2.80  0.47
H -2.97 -1.79 -0.36  0.46
H 2.60 0.76 -4.66  0.47
H 2.04 -2.38 3.24  0.47
H 2.10 -1.82 -1.97  0.48
H -3.14 -2.15 2.25  0.47
H 3.62 0.02 -3.81  0.47
H -0.07 -3.35 -1.56  0.47
H -4.95 0.43 -1.83  0.48
H 2.45 0.09 0.28  0.45
H 1.21 -3.54 -2.36  0.48


The following is a quantum chemistry calculation of a cluster of 12 separate species, H24O12 in total at a distorted geometry, from OMol25.

Output
structure (SMILES): O.O.O.O.O.O.O.O.O.O.O.O
HOMO: -10.07 eV
orbital gap: 9.632 eV
DFT total energy: -24959.18156 eV
energy relative to the best compared isomer or geometry (same formula, charge and spin): 242.45 kJ/mol
LUMO energy: -0.44 eV

Each line ends with the natural charge from an NBO analysis.
CARTESIAN COORDINATES (ANGSTROEM)
O -4.46 16.63 18.38  -0.97
O -3.74 15.01 20.46  -1.04
O -3.53 18.32 21.41  -0.98
O -6.04 17.52 20.51  -0.94
O -3.86 12.90 22.61  -0.94
O -3.42 12.38 19.86  -0.96
O -1.22 12.75 22.05  -0.96
O -5.08 16.20 22.99  -0.94
O -6.04 14.39 17.30  -0.94
O -1.53 15.90 21.58  -0.95
O -1.14 17.35 19.11  -0.96
O -7.35 16.53 18.23  -0.98
H -1.91 16.52 22.22  0.49
H -6.74 16.74 18.92  0.46
H -6.53 17.96 21.23  0.49
H -6.07 18.28 19.88  0.48
H -5.12 14.24 17.41  0.48
H -5.72 16.86 23.04  0.45
H -6.25 14.36 16.34  0.48
H -3.52 13.25 20.29  0.49
H -1.36 16.98 19.98  0.49
H -2.97 15.41 20.91  0.51
H -4.06 12.59 23.51  0.47
H -4.38 17.56 18.69  0.48
H -4.24 15.58 19.87  0.50
H -1.31 18.33 19.29  0.45
H -0.85 15.51 22.08  0.50
H -3.83 16.46 17.60  0.51
H -6.82 15.98 17.63  0.49
H -4.99 15.91 22.10  0.49
H -2.14 12.93 22.25  0.49
H -1.25 11.82 22.25  0.46
H -4.74 12.94 22.25  0.48
H -4.35 12.31 19.64  0.44
H -4.32 17.87 21.09  0.49
H -3.62 19.26 21.23  0.47


The following is a quantum chemistry calculation of a cluster of 12 separate species, H24O12 in total at a distorted geometry, from OMol25.

Output
structure (SMILES): O.O.O.O.O.O.O.O.O.O.O.O
HOMO: -10.23 eV
orbital gap: 9.606 eV
DFT total energy: -24960.18395 eV
energy relative to the best compared isomer or geometry (same formula, charge and spin): 145.74 kJ/mol
LUMO energy: -0.62 eV

Each line ends with the natural charge from an NBO analysis.
CARTESIAN COORDINATES (ANGSTROEM)
O 1.64 -1.75 0.84  -0.97
O -0.16 2.69 0.81  -0.98
O -0.76 -2.87 1.61  -0.94
O -0.04 -0.01 0.01  -1.00
O -0.11 0.96 -2.45  -0.97
O 1.97 -3.49 -1.59  -0.94
O -2.51 0.31 3.14  -0.93
O -1.53 -2.40 -2.08  -0.95
O 3.03 -0.03 -2.04  -0.96
O -3.53 2.14 1.22  -0.97
O -2.09 3.13 -0.95  -0.97
O 2.40 2.12 0.05  -0.97
H -1.68 -0.05 3.46  0.46
H 0.92 -2.24 1.23  0.50
H -2.89 1.69 1.78  0.45
H 2.73 -3.98 -1.28  0.46
H 2.23 -1.56 1.57  0.49
H -1.40 -1.93 -1.25  0.47
H -0.74 -3.73 1.19  0.49
H -2.52 1.21 3.46  0.47
H -1.29 2.87 -0.48  0.49
H 0.73 2.49 0.52  0.51
H 0.61 -0.57 0.44  0.49
H -0.60 -3.05 2.54  0.48
H -0.08 0.83 -1.50  0.49
H 0.46 0.27 -2.80  0.46
H 1.59 -3.09 -0.81  0.47
H 2.88 2.76 -0.48  0.48
H -0.15 3.62 1.01  0.48
H 2.43 -0.72 -1.74  0.48
H 3.87 -0.47 -2.13  0.48
H -0.61 0.27 0.72  0.49
H 2.32 1.35 -0.51  0.50
H -1.77 -1.71 -2.70  0.48
H -2.99 2.62 0.59  0.48
H -2.36 2.34 -1.41  0.48


The following is a quantum chemistry calculation of a cluster of 12 separate species, H24O12 in total at a distorted geometry, from OMol25.

Output
structure (SMILES): O.O.O.O.O.O.O.O.O.O.O.O
HOMO: -10.23 eV
orbital gap: 9.843 eV
DFT total energy: -24956.31485 eV
energy relative to the best compared isomer or geometry (same formula, charge and spin): 519.05 kJ/mol
LUMO energy: -0.39 eV

Each line ends with the natural charge from an NBO analysis.
CARTESIAN COORDINATES (ANGSTROEM)
O 1.12 3.16 -1.78  -0.95
O -0.53 -1.50 -0.91  -0.96
O -2.06 2.92 -2.76  -0.96
O 0.80 -3.10 0.28  -0.94
O 0.83 2.87 4.65  -0.95
O 2.57 -4.83 -0.26  -0.92
O 0.74 -0.49 -3.86  -0.91
O 0.69 0.35 -0.22  -0.96
O -2.13 2.12 -0.37  -0.96
O 3.41 2.21 1.42  -0.92
O -2.42 -3.71 1.81  -0.91
O -3.10 -0.60 3.13  -0.93
H 0.48 -2.94 -0.65  0.48
H 0.25 3.71 -1.71  0.48
H -0.18 -1.13 -1.66  0.46
H -1.70 -4.11 1.34  0.46
H -2.03 3.87 -3.10  0.50
H -0.12 2.96 4.67  0.47
H 3.19 -4.29 0.37  0.46
H 0.87 -0.87 -3.07  0.45
H -2.88 -0.34 2.23  0.47
H 0.49 0.99 0.36  0.47
H -2.60 -0.15 3.70  0.46
H -0.03 -3.08 0.75  0.45
H 4.11 1.70 1.09  0.46
H -2.45 2.18 -1.26  0.48
H 1.11 2.62 -2.54  0.47
H 3.72 2.41 2.30  0.46
H -1.18 1.74 -0.58  0.46
H 2.85 -4.43 -1.09  0.45
H 1.02 -0.44 0.27  0.50
H -2.16 2.35 -3.52  0.48
H -2.43 -2.82 1.41  0.46
H -1.13 -0.84 -0.45  0.50
H -0.20 -0.59 -4.09  0.47
H 1.06 2.10 4.07  0.47